(1)
{"formula": "C6H10I2N2", "method": "wB97M-V/def2-TZVPD", "species": ["C", "C", "C", "C", "C", "C", "N", "N", "I", "I", "H", "H", "H", "H", "H", "H", "H", "H", "H", "H"], "positions_angstrom": [[-0.34, -1.34, 1.70], [0.70, -1.06, 0.62], [0.02, -0.18, -1.81], [-1.22, -0.14, 1.72], [0.70, 1.17, -1.97], [-0.03, -0.05, -0.27], [-1.24, 0.28, 0.31], [0.81, 1.65, -0.60], [-2.12, 2.00, -0.04], [2.70, 1.87, 0.15], [-0.90, -2.22, 1.47], [0.10, -1.41, 2.67], [1.76, -0.69, 0.92], [0.90, -2.00, 0.04], [-1.06, -0.35, -2.17], [0.66, -1.06, -1.98], [-2.30, -0.28, 1.84], [-0.94, 0.60, 2.48], [1.66, 1.25, -2.59], [0.16, 1.95, -2.49]], "nbo_charge": [-0.424, -0.481, -0.492, -0.224, -0.283, 0.441, -0.641, -0.697, 0.384, 0.230, 0.216, 0.224, 0.258, 0.227, 0.233, 0.220, 0.210, 0.192, 0.202, 0.205], "e_lumo_ha": 0.0052, "homo_lumo_gap_ev": 7.8, "total_energy_ev": -25562.032}



(2)
{"formula": "C20H52N4O8S4", "method": "wB97M-V/def2-TZVPD", "species": ["C", "O", "N", "C", "C", "H", "H", "H", "H", "H", "H", "H", "C", "O", "N", "C", "C", "H", "H", "H", "H", "H", "H", "H", "C", "O", "N", "C", "C", "H", "H", "H", "H", "H", "H", "H", "C", "O", "N", "C", "C", "H", "H", "H", "H", "H", "H", "H", "C", "S", "O", "C", "H", "H", "H", "H", "H", "H", "C", "S", "O", "C", "H", "H", "H", "H", "H", "H", "C", "S", "O", "C", "H", "H", "H", "H", "H", "H", "C", "S", "O", "C", "H", "H", "H", "H", "H", "H"], "positions_angstrom": [[4.19, 5.78, -0.57], [5.19, 5.38, -1.18], [3.25, 4.97, -0.09], [2.08, 5.38, 0.60], [3.30, 3.53, -0.20], [3.98, 6.80, -0.27], [1.25, 5.32, -0.12], [2.24, 6.40, 1.00], [1.79, 4.74, 1.45], [3.16, 3.06, 0.77], [2.62, 3.11, -0.95], [4.31, 3.25, -0.57], [1.79, -3.72, 0.91], [2.22, -2.64, 0.57], [2.57, -4.72, 1.36], [2.05, -6.01, 1.78], [3.99, -4.53, 1.53], [0.77, -4.04, 0.90], [2.35, -6.22, 2.81], [2.48, -6.82, 1.19], [0.97, -5.96, 1.67], [4.33, -5.00, 2.45], [4.51, -4.94, 0.64], [4.24, -3.47, 1.50], [0.94, 0.36, 1.58], [1.71, 1.24, 1.92], [-0.09, 0.48, 0.76], [-0.26, 1.74, 0.06], [-0.79, -0.69, 0.26], [0.99, -0.70, 1.94], [0.08, 1.62, -0.96], [0.24, 2.56, 0.57], [-1.30, 2.04, 0.01], [-0.85, -1.41, 1.08], [-1.81, -0.37, 0.09], [-0.32, -1.17, -0.57], [-2.87, 4.68, -1.11], [-2.33, 4.16, -0.14], [-2.30, 4.95, -2.32], [-0.98, 4.54, -2.61], [-3.01, 5.62, -3.37], [-3.94, 4.96, -1.11], [-0.31, 5.39, -2.57], [-0.93, 4.14, -3.63], [-0.59, 3.88, -1.84], [-3.02, 4.95, -4.26], [-4.05, 5.78, -3.05], [-2.56, 6.58, -3.69], [0.81, -2.68, 7.11], [2.18, -3.71, 6.61], [1.75, -5.08, 6.77], [2.08, -3.25, 4.88], [0.94, -1.68, 6.74], [0.67, -2.73, 8.17], [-0.03, -3.16, 6.63], [1.06, -3.45, 4.55], [2.86, -3.84, 4.40], [2.34, -2.20, 4.79], [-3.79, -2.13, 2.14], [-4.10, -2.79, 0.54], [-2.80, -3.00, -0.13], [-4.69, -4.37, 1.09], [-4.74, -2.03, 2.73], [-3.36, -1.16, 2.03], [-3.01, -2.79, 2.60], [-3.91, -4.75, 1.73], [-4.86, -5.01, 0.23], [-5.65, -4.15, 1.56], [2.24, -0.50, -2.29], [0.87, -0.38, -3.43], [0.27, 0.93, -3.31], [1.84, -0.55, -4.93], [2.97, 0.32, -2.50], [2.80, -1.42, -2.49], [1.82, -0.45, -1.29], [2.19, -1.55, -4.96], [2.62, 0.22, -4.91], [1.08, -0.44, -5.67], [-3.03, 1.56, -3.19], [-3.76, 0.16, -2.41], [-5.22, 0.27, -2.41], [-3.29, -0.96, -3.71], [-3.04, 2.40, -2.49], [-3.74, 1.67, -4.05], [-2.03, 1.23, -3.41], [-3.76, -0.65, -4.65], [-3.61, -1.94, -3.40], [-2.22, -0.90, -3.89]], "mulliken_charge": [0.181, -0.619, 0.168, -0.763, -0.899, 0.267, 0.201, 0.318, 0.242, 0.359, 0.259, 0.286, 0.256, -0.645, 0.137, -0.814, -1.073, 0.293, 0.319, 0.326, 0.235, 0.376, 0.342, 0.292, 0.238, -0.634, 0.334, -0.644, -0.530, 0.186, 0.129, 0.149, 0.280, 0.323, 0.037, 0.103, 0.035, -0.535, 0.247, -0.693, -0.832, 0.279, 0.379, 0.406, -0.141, 0.316, 0.256, 0.303, -0.942, 0.472, -0.601, -0.766, 0.332, 0.348, 0.290, 0.284, 0.125, 0.454, -0.890, 0.547, -0.557, -1.023, 0.416, 0.243, 0.262, 0.292, 0.341, 0.379, -0.789, 0.619, -0.553, -1.279, 0.355, 0.457, -0.072, 0.440, 0.326, 0.402, -0.367, 0.745, -0.716, -0.817, -0.139, 0.450, 0.061, 0.380, 0.345, 0.111], "e_lumo_ha": 0.0095, "de_lowest_kj_mol": 210.7, "homo_lumo_gap_ev": 8.8, "total_energy_ev": -87260.788}



(3)
{"formula": "C16H19BrN4O5S", "method": "wB97M-V/def2-TZVPD", "species": ["C", "O", "C", "C", "C", "C", "N", "C", "O", "C", "C", "N", "S", "O", "O", "C", "C", "C", "Br", "C", "N", "C", "N", "C", "O", "C", "C", "H", "H", "H", "H", "H", "H", "H", "H", "H", "H", "H", "H", "H", "H", "H", "H", "H", "H", "H"], "positions_angstrom": [[4.02, 2.70, -2.06], [3.71, 1.60, -1.22], [2.48, 1.55, -0.65], [1.48, 2.48, -0.82], [0.26, 2.30, -0.18], [0.02, 1.20, 0.62], [-1.24, 1.01, 1.22], [-1.44, 0.62, 2.51], [-0.58, 0.62, 3.36], [-2.86, 0.12, 2.74], [-2.92, -1.38, 2.42], [-2.14, -1.79, 1.26], [-2.75, -1.40, -0.24], [-3.54, -2.48, -0.71], [-3.41, -0.10, -0.23], [-1.25, -1.26, -1.22], [-0.32, -2.26, -1.10], [0.88, -2.13, -1.79], [2.23, -3.45, -1.65], [1.09, -0.99, -2.57], [0.18, -0.05, -2.70], [-0.99, -0.16, -2.06], [-1.88, 0.82, -2.27], [1.03, 0.23, 0.76], [0.70, -0.90, 1.46], [1.74, -1.74, 1.92], [2.25, 0.42, 0.15], [3.35, 2.73, -2.92], [3.96, 3.65, -1.51], [5.04, 2.53, -2.40], [1.62, 3.35, -1.44], [-0.52, 3.03, -0.30], [-2.05, 1.05, 0.62], [-3.13, 0.27, 3.78], [-3.56, 0.67, 2.10], [-2.53, -1.95, 3.27], [-3.95, -1.69, 2.22], [-1.17, -1.51, 1.35], [-0.52, -3.11, -0.47], [2.02, -0.84, -3.10], [-1.61, 1.59, -2.85], [-2.75, 0.81, -1.75], [2.23, -2.27, 1.10], [1.26, -2.45, 2.59], [2.48, -1.16, 2.48], [3.06, -0.29, 0.24]], "nbo_charge": [-0.252, -0.493, 0.329, -0.324, -0.172, 0.037, -0.660, 0.686, -0.602, -0.520, -0.216, -0.880, 2.313, -0.911, -0.996, -0.454, -0.139, -0.187, 0.064, 0.074, -0.466, 0.431, -0.790, 0.396, -0.544, -0.253, -0.356, 0.178, 0.178, 0.202, 0.223, 0.219, 0.431, 0.238, 0.228, 0.219, 0.219, 0.435, 0.252, 0.211, 0.410, 0.430, 0.184, 0.203, 0.193, 0.237], "e_lumo_ha": 0.0099, "smiles": "COc1ccc(NC(=O)CCNS(=O)(=O)c2cc(Br)cnc2N)c(OC)c1", "homo_lumo_gap_ev": 8.5, "total_energy_ev": -113975.935}



(4)
{"formula": "C2H6MgO", "method": "wB97M-V/def2-TZVPD", "species": ["H", "C", "O", "C", "H", "H", "H", "H", "H", "Mg"], "positions_angstrom": [[-1.09, 0.33, -2.22], [0.78, -0.14, 1.17], [0.39, -0.35, -0.17], [-0.89, 0.17, -0.60], [1.85, -0.39, 1.20], [0.64, 0.90, 1.48], [0.15, -0.79, 1.81], [-1.03, 1.20, -0.25], [-1.66, -0.51, -0.20], [0.87, -0.43, -2.22]], "nbo_charge": [0.086, -0.239, -0.667, -0.362, 0.211, 0.182, 0.185, 0.182, 0.186, 0.235], "e_lumo_ha": [0.0018, 0.0066], "homo_lumo_gap_ev": [5.7, 5.8], "total_energy_ev": -9659.313}



(5)
{"formula": "C12H22Br8Cl6O2Sr2", "method": "wB97M-V/def2-TZVPD", "species": ["Sr", "Sr", "O", "C", "C", "O", "H", "H", "H", "H", "Br", "C", "C", "Br", "H", "H", "H", "H", "Br", "C", "C", "Br", "H", "H", "H", "H", "Br", "C", "C", "Br", "H", "H", "H", "H", "Br", "C", "C", "Br", "H", "H", "H", "H", "C", "Cl", "Cl", "Cl", "H", "C", "Cl", "Cl", "Cl", "H"], "positions_angstrom": [[4.62, 1.63, 19.70], [2.41, -1.18, 17.48], [6.96, 0.95, 19.92], [7.22, -0.29, 19.35], [6.01, -1.17, 18.76], [4.81, -0.59, 18.25], [7.63, -0.94, 20.15], [8.02, -0.16, 18.61], [5.67, -2.02, 19.37], [6.51, -1.69, 17.93], [5.98, -5.95, 21.63], [4.87, -5.57, 20.07], [4.08, -4.32, 20.40], [2.92, -3.80, 18.90], [4.29, -6.46, 19.89], [5.61, -5.40, 19.30], [4.78, -3.49, 20.48], [3.50, -4.34, 21.32], [3.79, 1.25, 15.28], [5.76, 1.06, 15.33], [6.45, 2.36, 15.66], [5.80, 3.07, 17.40], [6.04, 0.68, 14.34], [6.04, 0.24, 15.99], [6.27, 3.12, 14.91], [7.53, 2.22, 15.73], [4.36, -2.99, 24.35], [5.67, -1.56, 23.97], [5.74, -1.29, 22.47], [4.08, -0.35, 21.97], [6.62, -1.83, 24.42], [5.30, -0.67, 24.46], [5.83, -2.18, 21.87], [6.53, -0.59, 22.20], [4.07, -2.74, 15.56], [5.87, -3.43, 15.09], [6.32, -4.52, 16.06], [8.26, -4.71, 15.80], [6.58, -2.61, 15.13], [5.82, -3.77, 14.06], [5.90, -5.46, 15.69], [6.11, -4.32, 17.10], [9.73, 3.04, 19.50], [9.24, 3.15, 21.21], [11.48, 2.88, 19.35], [9.19, 4.46, 18.58], [9.28, 2.15, 19.08], [9.44, -0.33, 21.96], [10.31, 0.45, 23.25], [8.70, -1.91, 22.40], [10.40, -0.52, 20.52], [8.58, 0.30, 21.76]], "mulliken_charge": [1.205, 1.121, -0.746, 0.418, 0.326, -0.056, -0.208, 0.370, -0.918, -0.109, -0.061, -0.396, 0.327, -0.127, 0.486, 0.074, -0.715, 0.484, -0.187, -0.273, -0.603, -0.137, 0.486, 0.018, 0.483, 0.409, -0.146, -0.519, -0.130, -0.209, 0.443, 0.425, 0.282, 0.027, -0.136, -0.595, -0.477, -0.065, 0.361, 0.502, 0.457, 0.114, 0.698, -0.111, -0.101, -0.150, -0.350, 0.788, -0.094, -0.132, -0.090, -0.463], "total_charge": 2, "e_lumo_ha": -0.2752, "de_lowest_kj_mol": 0.0, "homo_lumo_gap_ev": 5.7, "total_energy_ev": -654028.635}